Here is a structure of composition C50H52CsN2O3P2STe from OMol25. Energies are from ωB97M-V/def2-TZVPD.

Calculated values
* gap between HOMO and LUMO: 0.217 Ha
* DFT total energy: -3640.76120 Eh
* max |F|: 2.7 eV/Å
* energy above the lowest of the compared OMol25 structures with the same formula, charge and spin: 2.279 eV
* E_LUMO: 1.919 eV

```
! RIJCOSX wB97M-V def2-TZVPD def2/J DEFGRID3
* xyz -1 1
Cs 0.471 -0.753 -0.060
C 3.994 0.484 -2.995
C 2.744 -0.147 -2.407
O 2.479 0.192 -1.200
C 2.079 -1.087 -3.199
C 0.820 -1.904 -3.017
C 0.854 -3.325 -3.498
N -0.238 -1.387 -2.484
N -1.386 -2.266 -2.416
C -2.070 -2.212 -1.287
O -1.860 -1.572 -0.213
C -3.296 -3.125 -1.324
C -4.309 -2.923 -0.400
C -5.444 -3.727 -0.411
C -5.565 -4.750 -1.337
C -4.545 -4.966 -2.258
C -3.420 -4.157 -2.253
H 4.030 1.533 -2.691
H 4.053 0.428 -4.083
H 4.892 0.001 -2.594
H 2.583 -1.305 -4.138
H 1.681 -3.459 -4.199
H -0.082 -3.660 -3.938
H 1.050 -3.985 -2.644
H -4.188 -2.132 0.328
H -6.228 -3.552 0.316
H -6.447 -5.380 -1.340
H -4.615 -5.766 -2.987
H -2.616 -4.295 -2.961
C 0.500 2.045 1.045
C -0.236 3.370 0.883
P -1.449 3.283 -0.499
C -0.345 2.996 -1.924
C 0.793 3.777 -2.159
C 1.617 3.523 -3.237
C 1.317 2.471 -4.102
C 0.210 1.677 -3.871
C -0.620 1.939 -2.784
C -1.856 5.055 -0.709
C -2.292 5.787 0.400
C -2.683 7.112 0.287
C -2.664 7.742 -0.951
C -2.247 7.025 -2.063
C -1.844 5.702 -1.943
P 1.839 1.940 2.345
C 1.041 2.653 3.820
C 1.798 3.336 4.775
C 1.236 3.754 5.971
C -0.096 3.480 6.251
C -0.855 2.780 5.326
C -0.290 2.372 4.125
C 2.811 3.322 1.620
C 2.868 4.641 2.056
C 3.573 5.601 1.339
C 4.219 5.258 0.161
C 4.153 3.947 -0.295
C 3.467 2.984 0.431
H 1.038 1.788 0.121
H -0.202 1.221 1.199
H 0.481 4.179 0.714
H -0.785 3.620 1.791
H 1.033 4.592 -1.484
H 2.501 4.128 -3.400
H 1.971 2.245 -4.935
H 0.001 0.819 -4.495
H -1.465 1.292 -2.582
H -2.331 5.317 1.376
H -3.006 7.647 1.171
H -2.969 8.776 -1.045
H -2.227 7.498 -3.037
H -1.513 5.173 -2.827
H 2.845 3.542 4.586
H 1.848 4.287 6.688
H -0.538 3.802 7.186
H -1.891 2.542 5.533
H -0.901 1.812 3.427
H 2.336 4.936 2.952
H 3.598 6.624 1.694
H 4.757 6.004 -0.409
H 4.625 3.656 -1.226
H 3.390 1.983 0.013
C -0.572 -3.798 3.864
Te -1.446 -2.689 2.264
C -0.130 -3.950 1.132
C -0.102 -5.246 1.915
C 0.126 -6.473 1.309
C 0.134 -7.636 2.071
C -0.088 -7.568 3.438
C -0.312 -6.339 4.047
C -0.320 -5.173 3.295
H -1.241 -3.803 4.723
H 0.364 -3.307 4.136
H 0.864 -3.498 1.127
H -0.469 -4.072 0.105
H 0.278 -6.523 0.237
H 0.297 -8.595 1.594
H -0.098 -8.473 4.032
H -0.493 -6.290 5.114
O 2.393 -1.558 1.391
S 3.446 -1.923 0.328
C 4.275 -3.364 0.973
C 5.197 -2.850 2.077
C 5.904 -1.656 1.438
C 4.818 -0.824 0.744
H 4.833 -3.837 0.160
H 3.486 -4.048 1.288
H 5.883 -3.611 2.450
H 4.582 -2.518 2.917
H 6.621 -2.009 0.690
H 6.466 -1.046 2.146
H 5.131 -0.271 -0.139
H 4.313 -0.127 1.416
*
```

Atom charges from the Löwdin analysis, given in e for atoms 1 to 99: 1.601, -0.048, -0.574, -0.441, -0.059, -0.410, -0.054, -0.160, 0.042, -0.574, -0.530, -0.144, -0.050, -0.096, -0.118, -0.102, -0.042, 0.058, 0.066, 0.065, 0.075, 0.064, 0.058, 0.077, 0.095, 0.093, 0.089, 0.091, 0.095, -0.519, -0.398, 1.078, -0.400, -0.105, -0.084, -0.086, -0.076, -0.091, -0.375, -0.109, -0.101, -0.108, -0.094, -0.094, 1.107, -0.383, -0.124, -0.094, -0.102, -0.085, -0.097, -0.372, -0.103, -0.092, -0.099, -0.085, -0.099, -0.002, -0.029, 0.076, 0.058, 0.108, 0.099, 0.103, 0.106, 0.099, 0.096, 0.097, 0.093, 0.098, 0.101, 0.101, 0.098, 0.095, 0.102, 0.106, 0.090, 0.097, 0.095, 0.098, 0.079, -0.462, 1.329, -0.406, -0.286, -0.042, -0.102, -0.107, -0.053, -0.301, 0.044, 0.053, 0.017, 0.061, 0.111, 0.093, 0.092, 0.106, -0.805

Here is a structure of composition C50H53N4O4SnTe2 from OMol25. Energies are from ωB97M-V/def2-TZVPD.

Calculated values
* gap between HOMO and LUMO (spin up / spin down): 0.259 / 0.234 Ha
* DFT total energy: -3207.40584 Eh
* max |F|: 1.0 eV/Å
* E_LUMO (spin up / spin down): -0.064 / -1.129 eV

```
! RIJCOSX wB97M-V def2-TZVPD def2/J DEFGRID3
* xyz 0 2
Sn 0.703 1.130 -0.778
C 3.270 -4.916 -4.047
C 2.450 -3.889 -3.309
C 1.080 -3.787 -3.448
C 0.314 -2.852 -2.741
C -1.156 -2.841 -2.973
O -1.624 -3.186 -4.042
C -2.074 -2.452 -1.854
C -1.784 -2.782 -0.535
C -2.701 -2.517 0.470
C -3.915 -1.917 0.161
C -4.206 -1.578 -1.154
C -3.292 -1.855 -2.160
C 0.943 -1.915 -1.906
O 0.283 -0.984 -1.270
C 2.351 -2.009 -1.788
C 3.074 -2.981 -2.446
C 2.967 -0.960 -0.933
N 3.330 0.184 -1.382
C 3.481 0.367 -2.835
C 2.212 0.453 -3.679
Te 2.609 1.154 -5.664
C 3.428 -0.714 -6.247
C 4.785 -0.973 -6.075
C 5.299 -2.226 -6.386
C 4.463 -3.220 -6.875
C 3.110 -2.964 -7.047
C 2.592 -1.714 -6.734
C 3.064 -1.231 0.522
C 4.009 -0.564 1.300
C 4.127 -0.844 2.651
C 3.294 -1.784 3.243
C 2.354 -2.457 2.475
C 2.247 -2.192 1.120
H 2.639 -5.559 -4.660
H 3.825 -5.546 -3.349
H 3.995 -4.428 -4.701
H 0.544 -4.458 -4.110
H -0.842 -3.262 -0.299
H -2.473 -2.782 1.495
H -4.636 -1.725 0.946
H -5.155 -1.115 -1.397
H -3.513 -1.621 -3.193
H 4.150 -3.029 -2.299
H 4.092 -0.456 -3.217
H 4.053 1.285 -2.963
H 1.497 1.174 -3.281
H 1.720 -0.512 -3.782
H 5.441 -0.196 -5.705
H 6.355 -2.423 -6.248
H 4.866 -4.194 -7.121
H 2.452 -3.737 -7.423
H 1.535 -1.518 -6.864
H 4.664 0.152 0.822
H 4.869 -0.330 3.248
H 3.381 -1.995 4.301
H 1.708 -3.193 2.936
H 1.520 -2.720 0.517
N -0.049 5.801 -2.145
C 0.862 4.807 -1.965
N 2.096 5.190 -1.529
O 0.588 3.630 -2.191
H 0.193 6.772 -2.085
H -0.927 5.547 -2.558
H 2.260 6.109 -1.160
H 2.719 4.453 -1.250
C 2.764 2.495 2.029
C 1.559 1.616 2.343
O 1.327 1.361 3.533
N 0.791 1.257 1.310
Te -1.148 0.263 2.142
C -2.530 -0.285 3.776
C -2.030 -0.749 4.991
C -0.567 -0.683 5.364
C -2.915 -1.288 5.926
C -4.270 -1.396 5.672
C -5.209 -2.022 6.669
C -4.748 -0.923 4.454
C -3.909 -0.360 3.502
C -4.522 0.161 2.227
C -1.966 2.214 1.903
C -2.472 2.602 0.656
C -2.720 1.676 -0.514
C -2.861 3.930 0.473
C -2.796 4.863 1.491
C -3.217 6.291 1.273
C -2.352 4.435 2.738
C -1.935 3.131 2.969
C -1.494 2.756 4.359
H 3.592 2.232 2.680
H 2.474 3.526 2.243
H 3.058 2.414 0.982
H 0.048 -0.244 4.580
H -0.188 -1.682 5.588
H -0.438 -0.077 6.263
H -2.520 -1.635 6.876
H -4.718 -2.173 7.630
H -5.555 -2.993 6.310
H -6.088 -1.396 6.826
H -5.809 -0.997 4.237
H -5.579 -0.098 2.179
H -4.029 -0.256 1.345
H -4.436 1.246 2.172
H -2.408 0.649 -0.327
H -2.208 2.037 -1.410
H -3.788 1.658 -0.741
H -3.243 4.229 -0.499
H -3.542 6.451 0.245
H -2.393 6.976 1.483
H -4.042 6.557 1.936
H -2.326 5.142 3.561
H -1.392 3.648 4.977
H -0.536 2.233 4.342
H -2.230 2.100 4.828
*
```

Atom charges from the Löwdin analysis, given in e for atoms 1 to 99: 1.393, -0.046, -0.255, 0.029, -0.073, -0.294, 0.096, -0.146, -0.030, -0.097, -0.123, -0.073, -0.015, -0.362, -0.288, -0.138, 0.029, -0.260, 0.059, -0.300, -0.532, 1.259, -0.563, -0.153, -0.089, -0.114, -0.090, -0.141, -0.167, -0.037, -0.074, -0.071, -0.064, -0.013, 0.079, 0.080, 0.050, 0.124, 0.117, 0.103, 0.086, 0.108, 0.119, 0.135, 0.103, 0.088, -0.035, 0.047, 0.090, 0.103, 0.106, 0.108, 0.094, 0.112, 0.107, 0.107, 0.106, 0.111, 0.165, -0.667, 0.166, -0.116, 0.098, 0.107, 0.099, 0.102, -0.028, -0.738, -0.079, -0.354, 1.691, -0.336, -0.309, -0.067, -0.018, -0.267, -0.051, -0.017, -0.279, -0.075, -0.347, -0.313, -0.101, -0.022, -0.266, -0.050, -0.012, -0.268, -0.046, 0.073, 0.082, 0.048, 0.007, 0.083, 0.091, 0.119, 0.073, 0.083, 0.079

Here is a structure of composition C50H54LaN10O7P2S from OMol25. Energies are from ωB97M-V/def2-TZVPD.

Calculated values
* gap between HOMO and LUMO: 0.306 Ha
* DFT total energy: -4124.47173 Eh
* max |F|: 1.5 eV/Å
* energy above the lowest of the compared OMol25 structures with the same formula, charge and spin: 0.000 eV
* E_LUMO: -2.012 eV

```
! RIJCOSX wB97M-V def2-TZVPD def2/J DEFGRID3
* xyz 1 1
La -0.055 0.421 -0.147
O -3.281 -3.671 -4.094
C -3.695 -2.493 -4.546
O -4.717 -2.366 -5.170
C -2.851 -1.297 -4.250
C -3.158 -0.053 -4.750
N -2.214 0.793 -4.299
N -1.307 0.194 -3.523
C -1.683 -1.076 -3.477
C -0.876 -1.983 -2.612
O -0.986 -3.201 -2.708
O -0.090 -1.395 -1.778
H -2.428 -3.588 -3.589
H -3.981 0.255 -5.373
H -2.148 1.788 -4.441
C -4.176 -2.175 -0.703
C -5.058 -1.281 -1.290
C -4.706 0.053 -1.388
C -3.480 0.484 -0.883
N -2.638 -0.386 -0.290
C -2.984 -1.679 -0.220
C -2.995 1.882 -1.121
C -3.922 2.898 -1.382
C -3.496 4.129 -1.858
C -2.139 4.323 -2.110
C -1.231 3.320 -1.784
C -1.609 2.087 -1.233
H -4.391 -3.233 -0.642
H -6.001 -1.626 -1.696
H -5.358 0.751 -1.892
H -2.253 -2.345 0.226
H -4.981 2.740 -1.209
H -4.213 4.915 -2.058
H -1.796 5.256 -2.544
H -0.177 3.523 -1.961
N 1.489 -1.392 2.860
P 2.261 0.018 2.252
C 3.056 0.573 3.827
C 2.909 1.848 4.364
C 3.530 2.190 5.563
C 4.300 1.262 6.242
C 4.453 -0.018 5.719
C 3.842 -0.356 4.523
C 3.793 -0.560 1.427
C 4.276 -1.863 1.492
C 5.490 -2.192 0.902
C 6.234 -1.219 0.245
C 5.754 0.080 0.166
C 4.535 0.405 0.748
P -0.059 -1.855 2.311
C 0.043 -3.627 2.771
C -0.796 -4.241 3.694
C -0.593 -5.570 4.049
C 0.445 -6.294 3.484
C 1.277 -5.692 2.546
C 1.074 -4.370 2.185
C -1.205 -1.164 3.568
C -0.770 -0.300 4.573
C -1.681 0.272 5.461
C -3.036 -0.002 5.344
C -3.484 -0.845 4.330
C -2.576 -1.415 3.449
H 1.708 -1.664 3.813
H 2.313 2.589 3.859
H 3.405 3.189 5.961
H 4.784 1.531 7.173
H 5.060 -0.750 6.237
H 3.995 -1.354 4.126
H 3.694 -2.623 2.003
H 5.859 -3.209 0.960
H 7.185 -1.476 -0.205
H 6.324 0.840 -0.353
H 4.163 1.424 0.680
H -1.605 -3.692 4.158
H -1.248 -6.035 4.774
H 0.605 -7.325 3.770
H 2.084 -6.255 2.095
H 1.711 -3.905 1.443
H 0.282 -0.056 4.665
H -1.323 0.926 6.246
H -3.742 0.433 6.041
H -4.542 -1.052 4.223
H -2.941 -2.069 2.662
O -1.791 1.519 1.890
H -1.892 0.979 2.689
H -2.659 1.546 1.467
O 1.645 -1.947 0.015
H 2.534 -2.046 -0.351
H 1.036 -2.212 -0.705
O 1.709 1.818 -2.389
C 2.022 1.035 -1.627
C -3.045 4.875 2.729
C -1.999 5.600 3.572
C -1.686 4.819 4.845
C -0.742 5.898 2.760
N -0.144 4.697 2.156
C -0.337 4.168 0.958
N 0.359 3.056 0.873
N 0.993 2.933 2.061
N 0.691 3.904 2.845
H -3.989 4.808 3.272
H -2.720 3.857 2.502
H -3.245 5.393 1.786
H -2.392 6.581 3.850
H -1.311 3.819 4.610
H -2.588 4.706 5.449
H -0.935 5.324 5.456
H 0.033 6.345 3.379
H -0.972 6.577 1.940
H -0.983 4.580 0.202
S 3.340 -0.795 -2.645
C 2.917 -0.496 -4.273
N 1.637 -0.328 -4.605
C 1.171 -0.015 -5.955
C 2.136 -0.615 -6.961
C 3.544 -0.145 -6.642
N 3.840 -0.427 -5.236
H 0.965 -0.361 -3.847
H 1.099 1.068 -6.083
H 0.173 -0.435 -6.070
H 1.860 -0.315 -7.971
H 2.091 -1.705 -6.901
H 3.640 0.927 -6.833
H 4.280 -0.661 -7.255
H 4.790 -0.558 -4.933
*
```

Atom charges from the Löwdin analysis, given in e for atoms 1 to 99: 1.813, 0.128, -0.505, 0.105, -0.056, 0.004, 0.042, 0.102, -0.160, -0.563, 0.077, -0.272, 0.075, 0.143, 0.163, -0.035, -0.029, -0.002, -0.240, 0.006, -0.147, -0.250, -0.049, -0.085, -0.109, -0.200, -0.282, 0.120, 0.123, 0.114, 0.097, 0.107, 0.103, 0.104, 0.079, -0.409, 0.939, -0.340, -0.095, -0.075, -0.076, -0.069, -0.098, -0.396, -0.119, -0.066, -0.078, -0.085, -0.118, 0.934, -0.332, -0.082, -0.074, -0.075, -0.070, -0.099, -0.395, -0.088, -0.069, -0.074, -0.070, -0.131, 0.067, 0.043, 0.106, 0.107, 0.108, 0.098, 0.093, 0.108, 0.107, 0.108, 0.103, 0.093, 0.108, 0.108, 0.108, 0.078, 0.090, 0.110, 0.108, 0.111, 0.101, -0.107, 0.026, 0.049, -0.229, 0.012, 0.016, 0.027, -0.339, -0.065, -0.405, -0.071, -0.090, -0.072, -0.129, -0.035, -0.042

Here is a structure of composition C50H55AsCrN5O7S3 from OMol25. Energies are from ωB97M-V/def2-TZVPD.

Calculated values
* gap between HOMO and LUMO (spin up / spin down): 0.157 / 0.235 Ha
* DFT total energy: -7213.69369 Eh
* max |F|: 0.9 eV/Å
* energy above the lowest of the compared OMol25 structures with the same formula, charge and spin: 0.225 eV
* E_LUMO (spin up / spin down): 1.982 / 1.982 eV

```
! RIJCOSX wB97M-V def2-TZVPD def2/J DEFGRID3
* xyz -1 5
Cr 0.304 -0.172 -0.437
S -0.707 0.970 5.384
C -1.011 1.690 6.903
C -1.436 2.977 6.773
C -1.511 3.386 5.417
C -1.142 2.404 4.534
C -1.100 2.472 3.073
C -0.489 1.459 2.314
N -0.401 1.450 1.004
C -0.964 2.492 0.313
C -1.573 3.581 0.989
C -2.102 4.660 0.203
C -2.023 4.643 -1.143
C -1.424 3.537 -1.850
C -1.296 3.502 -3.225
C -0.642 2.397 -3.835
C -0.216 1.375 -3.006
N -0.377 1.343 -1.686
C -0.931 2.453 -1.082
C -0.405 2.352 -5.269
C -0.886 3.199 -6.235
C -0.447 2.872 -7.547
C 0.366 1.785 -7.574
S 0.611 1.151 -5.996
C -1.637 3.547 2.372
H -0.861 1.121 7.806
H -1.683 3.613 7.611
H -1.814 4.377 5.112
H -0.027 0.631 2.832
H -2.558 5.495 0.723
H -2.406 5.471 -1.729
H -1.644 4.341 -3.815
H 0.311 0.521 -3.417
H -1.540 4.030 -6.014
H -0.731 3.425 -8.431
H 0.836 1.318 -8.423
H -2.115 4.366 2.897
O 3.128 -2.401 2.459
As 1.863 -1.120 2.583
O 2.557 0.290 3.027
O 1.304 -1.144 1.009
C 1.046 -1.906 4.186
C 2.017 -1.879 5.196
C 1.733 -2.320 6.473
C 0.463 -2.798 6.772
C -0.505 -2.820 5.789
C -0.227 -2.369 4.499
S -1.598 -2.457 3.355
O -1.552 -3.841 2.865
O -2.780 -2.165 4.137
O -1.279 -1.473 2.332
H 3.882 -1.969 2.036
H 2.998 -1.483 4.970
H 2.499 -2.280 7.238
H 0.228 -3.140 7.773
H -1.512 -3.154 6.002
C -4.159 -1.964 0.749
N -4.549 -0.716 0.119
C -5.951 -0.387 0.067
C -3.603 0.162 -0.275
O -2.411 -0.018 -0.156
H -4.482 -1.992 1.792
H -3.074 -2.034 0.729
H -4.595 -2.806 0.206
H -6.351 -0.176 1.063
H -6.516 -1.221 -0.358
H -6.102 0.488 -0.564
H -4.019 1.079 -0.732
C 1.196 -5.355 -1.001
N 0.306 -5.057 0.145
C 0.922 -5.441 1.445
C -0.098 -3.602 0.229
C -0.834 -3.100 -0.975
C -1.793 -3.963 -1.520
C -2.539 -3.611 -2.628
C -2.331 -2.354 -3.176
C -1.425 -1.484 -2.594
C -0.636 -1.793 -1.471
H 1.315 -6.433 -1.092
H 2.155 -4.883 -0.814
H 0.756 -4.938 -1.904
H -0.554 -5.591 0.029
H 1.761 -4.770 1.629
H 1.261 -6.474 1.392
H 0.176 -5.304 2.226
H 0.803 -3.036 0.422
H -0.725 -3.549 1.114
H -1.990 -4.927 -1.055
H -3.275 -4.290 -3.040
H -2.897 -2.036 -4.045
H -1.361 -0.500 -3.037
C 2.251 3.867 1.527
C 2.410 3.310 0.137
C 2.548 4.142 -0.970
C 2.646 3.603 -2.250
C 2.768 4.494 -3.460
C 2.570 2.228 -2.424
C 2.386 1.363 -1.335
C 2.373 1.936 -0.055
N 2.044 0.014 -1.449
C 2.905 -0.923 -2.176
C 3.273 -2.066 -1.222
C 4.235 -0.294 -2.621
C 2.219 -1.511 -3.415
H 2.957 4.678 1.717
H 2.399 3.087 2.274
H 1.242 4.269 1.660
H 2.567 5.219 -0.837
H 2.600 5.540 -3.197
H 2.037 4.213 -4.222
H 3.760 4.414 -3.911
H 2.557 1.833 -3.435
H 2.312 1.282 0.808
H 3.872 -1.675 -0.396
H 3.843 -2.847 -1.738
H 2.373 -2.488 -0.787
H 4.684 0.289 -1.816
H 4.122 0.355 -3.489
H 4.926 -1.096 -2.894
H 1.253 -1.942 -3.154
H 2.839 -2.289 -3.872
H 2.056 -0.734 -4.166
*
```

Atom charges from the Löwdin analysis, given in e for atoms 1 to 99: 0.876, 1.106, -0.416, -0.206, -0.140, -0.457, -0.188, -0.087, 0.085, -0.171, -0.158, -0.035, -0.030, -0.148, 0.019, -0.222, -0.146, 0.017, -0.150, -0.476, -0.142, -0.210, -0.440, 1.031, 0.031, 0.057, 0.092, 0.097, 0.050, 0.107, 0.106, 0.102, 0.080, 0.096, 0.093, 0.052, 0.115, -0.268, 0.917, -0.441, -0.520, -0.235, -0.111, -0.083, -0.083, -0.077, -0.284, 0.419, -0.367, -0.328, -0.342, 0.029, 0.096, 0.099, 0.099, 0.111, -0.025, -0.175, -0.068, -0.280, 0.008, 0.093, 0.063, 0.090, 0.089, 0.083, 0.080, 0.146, 0.012, -0.172, 0.019, -0.106, -0.228, -0.078, -0.102, -0.086, -0.116, -0.107, 0.100, 0.097, 0.102, 0.154, 0.103, 0.098, 0.090, 0.084, 0.082, 0.103, 0.094, 0.099, 0.072, -0.034, -0.258, -0.025, -0.266, -0.049, -0.020, -0.316, -0.010